# 1
C23H24N2O7 | ωB97M-V/def2-TZVPD

Summary:
HOMO-LUMO gap, eV: 8.42
Strongest force on any atom, eV Å⁻¹: 1.10
E_tot, hartree: -1527.15304
Relative energy (zero: lowest compared OMol25 entry of this formula, charge and spin), eV: 0.000

Geometry as XYZ:
```
56
Properties=species:S:1:pos:R:3:forces:R:3
C 4.172288 2.198241 -7.150540 0.0 0.3 0.0
C 3.172166 2.182655 -6.015291 0.3 -0.3 -0.4
O 2.703585 3.177004 -5.521737 -0.1 0.3 0.2
N 2.864195 0.902484 -5.620323 0.2 -0.3 -0.2
C 2.003988 0.482378 -4.613951 -0.4 -0.1 0.5
C 1.842102 -0.899864 -4.428980 0.1 0.0 -0.1
C 1.013176 -1.385513 -3.450626 -0.1 0.3 0.1
C 0.305143 -0.516670 -2.609704 0.1 0.5 -0.1
C -0.588126 -0.932020 -1.562849 -0.5 0.4 0.5
C -0.756559 -2.385777 -1.205612 0.3 -0.1 -0.2
O -1.169674 -2.490131 0.151307 -0.5 0.1 -0.2
C -0.291169 -3.010572 1.020374 0.4 -0.4 0.4
O 0.675538 -3.650331 0.718945 -0.1 -0.1 0.0
C -0.793038 -2.806258 2.453305 0.1 -0.1 0.0
C -2.025210 -3.683831 2.655320 0.0 0.0 0.2
N -1.060715 -1.386409 2.648720 0.0 -0.5 -0.1
C -2.045019 -0.804460 3.437258 0.0 0.3 -0.1
O -2.774495 -1.381565 4.196371 -0.1 -0.1 0.2
C -2.024140 0.677801 3.114162 -0.2 0.3 0.1
C -2.494884 1.583952 4.248311 0.1 -0.3 0.1
C -1.420293 1.785379 5.309752 -0.1 0.3 -0.2
C -0.137401 2.287803 4.657854 0.1 -0.3 0.2
C 0.402019 1.221716 3.713518 0.0 0.3 -0.1
C -0.604158 0.905317 2.592161 0.1 0.0 0.0
C -0.225568 -0.454205 2.060451 0.0 0.5 0.0
O 0.677528 -0.747569 1.316782 0.2 0.1 0.1
C -1.262576 0.011363 -0.869823 0.2 -0.4 -0.4
C -1.031618 1.427769 -1.054738 -0.4 0.1 0.4
O -1.528537 2.297682 -0.378219 0.2 -0.1 -0.2
O -0.165707 1.783766 -2.044876 0.0 0.4 0.0
C 0.468888 0.867604 -2.806656 0.4 -0.9 -0.5
C 1.310769 1.362351 -3.797809 -0.1 0.2 0.2
H 4.375948 3.227393 -7.430564 0.0 0.0 0.0
H 5.100354 1.722615 -6.840053 0.1 -0.1 0.0
H 3.774576 1.665504 -8.011853 0.0 -0.1 -0.1
H 3.321863 0.153399 -6.122075 -0.1 0.2 0.1
H 2.379545 -1.587318 -5.066163 0.1 -0.1 -0.1
H 0.901499 -2.451106 -3.332574 0.0 -0.1 0.0
H 0.187291 -2.928506 -1.319570 -0.2 0.1 -0.1
H -1.528865 -2.852340 -1.827380 0.1 0.0 0.1
H 0.012167 -3.118233 3.131323 -0.1 0.0 -0.3
H -1.762213 -4.716120 2.437191 0.0 -0.1 -0.1
H -2.379976 -3.613043 3.678822 0.0 -0.1 -0.1
H -2.821373 -3.369713 1.984845 -0.1 0.0 0.0
H -2.722732 0.799908 2.275695 0.1 -0.1 0.0
H -3.386425 1.139322 4.694499 -0.1 0.1 -0.1
H -2.767434 2.553610 3.827705 -0.1 0.0 0.0
H -1.774890 2.502903 6.051188 0.0 -0.1 0.1
H -1.225813 0.840871 5.822589 0.0 0.0 0.1
H 0.612852 2.507692 5.419117 0.0 0.1 0.0
H -0.340339 3.205712 4.103440 0.0 0.1 0.0
H 1.342478 1.537978 3.260772 0.0 -0.1 0.0
H 0.599283 0.312971 4.290249 0.1 0.0 0.0
H -0.560480 1.675340 1.820888 0.0 -0.1 0.0
H -1.962693 -0.256675 -0.095258 0.0 0.0 0.1
H 1.412880 2.427742 -3.915689 0.0 0.0 0.0
```
Forces are in eV/Å.

=====

# 2
C23H24N4O4 | ωB97M-V/def2-TZVPD

Summary:
HOMO-LUMO gap, eV: 9.11
Strongest force on any atom, eV Å⁻¹: 17.60
E_tot, hartree: -1410.28431
Relative energy (zero: lowest compared OMol25 entry of this formula, charge and spin), eV: 18.163

Geometry as XYZ:
```
55
Properties=species:S:1:pos:R:3:forces:R:3
C 4.055967 3.538134 0.195084 4.4 0.4 -1.6
O 3.245322 2.462953 0.134985 -2.1 -0.4 0.6
C 2.560965 2.451731 1.335124 -6.2 -2.8 -1.7
C 1.483488 1.164325 1.219526 -1.2 1.5 -0.3
N 2.184150 -0.212455 0.900370 -4.2 4.4 3.1
C 1.589171 -1.317953 1.457164 -0.7 0.5 -0.1
O 0.452496 -1.457799 2.081491 4.8 1.1 -2.6
C 2.538538 -2.401939 1.068235 2.1 -3.9 4.5
C 1.722305 -3.606086 0.580206 -0.3 0.7 3.7
C 1.520266 -3.569582 -0.829227 -8.2 2.4 2.3
N 0.663344 -2.119764 -1.115990 -1.8 -9.6 1.4
C -0.744091 -2.284769 -1.009731 4.2 -7.9 2.2
O -1.149217 -3.585954 -0.650696 0.8 7.6 -2.0
N -1.342356 -1.144495 -1.114942 -4.3 -5.4 0.5
C -0.796980 -0.086191 -1.744687 -0.5 1.9 2.9
C -1.601190 1.055823 -1.738753 10.2 0.3 -3.1
C -0.872817 2.065416 -2.278679 -6.2 6.1 -1.1
C 0.424505 2.201995 -2.482451 4.5 4.1 -2.0
C 1.311005 1.230182 -2.391132 -8.4 -5.4 4.0
C 0.563835 0.007361 -1.741451 3.1 2.3 -5.6
C 1.369405 -1.220714 -1.683789 -6.1 4.8 1.5
O 2.503824 -1.153829 -1.595165 9.3 -0.4 -1.4
H 2.267489 1.215711 -2.428412 6.2 0.1 -0.5
H 0.871300 3.205769 -2.749419 -1.0 -1.0 0.0
H -1.505844 3.279988 -2.758310 1.5 -4.0 2.0
H -2.510652 1.129120 -1.708895 -9.7 0.4 0.7
C -2.782413 -1.483804 -0.900302 6.1 16.5 0.9
C -3.187795 -0.275153 0.226689 1.6 -4.6 2.1
C -2.529574 -0.375373 1.516055 2.6 -0.6 -4.4
C -2.836796 0.394748 2.545152 -3.1 4.3 4.2
C -4.065644 1.227111 2.371031 3.9 -8.0 -8.2
C -4.895256 1.006289 1.163930 -1.1 7.2 9.7
C -4.408929 0.300205 0.227331 -0.5 -3.4 -7.3
C -5.270181 0.090484 -0.974188 1.7 0.9 2.1
N -5.930666 0.151250 -1.893845 -1.2 -0.3 -1.7
H -5.763865 1.759460 1.265496 0.9 -2.0 -1.2
H -4.376178 1.719288 3.087784 -3.1 5.1 6.7
H -2.253740 0.513528 3.622430 -1.4 -0.7 -3.2
H -1.530142 -0.825255 1.488053 -0.5 -0.5 0.3
H -3.117824 -2.220460 -0.563234 -3.5 -12.0 5.0
H -3.260410 -1.116688 -1.649948 -3.2 1.5 -5.3
H 0.753564 -4.311227 -0.904614 -0.1 -0.5 -1.7
H 2.312851 -3.508727 -1.360694 5.1 0.1 -3.9
H 0.784888 -3.841075 1.250549 1.4 1.3 -1.6
H 2.238562 -4.485360 0.771196 1.6 -1.8 0.3
H 3.524566 -2.231988 0.493680 -2.2 0.3 0.5
H 3.071892 -2.773244 2.209053 -1.7 1.0 -3.0
H 3.108980 -0.119764 0.504589 -0.3 -0.6 0.0
H 0.778787 1.479020 0.300288 1.6 -0.9 2.0
H 0.701938 1.160684 2.206524 2.6 -0.5 -2.7
H 1.874270 3.336378 1.527678 1.1 -0.7 -0.4
H 3.137563 2.228510 2.132851 2.4 -0.3 2.7
H 3.685656 4.561249 0.155472 -0.8 -0.1 0.7
H 4.839675 3.342943 0.984757 -0.7 0.9 -0.4
H 4.592006 3.449996 -0.754203 0.5 0.4 0.0
```
Forces are in eV/Å.

=====

# 3
C23H24N4O5 | ωB97M-V/def2-TZVPD

Summary:
HOMO-LUMO gap, eV: 8.60
Strongest force on any atom, eV Å⁻¹: 1.11
E_tot, hartree: -1485.99981
Relative energy (zero: lowest compared OMol25 entry of this formula, charge and spin), eV: 5.853

Geometry as XYZ:
```
56
Properties=species:S:1:pos:R:3:forces:R:3
C 8.336354 -1.820449 -1.723534 0.1 -0.2 -0.1
O 7.860305 -0.704479 -1.013373 -0.3 0.3 0.3
C 6.583402 -0.731064 -0.514478 0.1 0.1 0.0
C 5.728878 -1.818718 -0.677988 0.1 0.0 0.0
C 4.449955 -1.824303 -0.162971 -0.1 0.2 0.1
C 3.977174 -0.720987 0.543966 0.7 -0.2 -0.4
C 2.640125 -0.719321 1.096087 -1.0 0.2 0.5
N 1.841503 -1.707248 0.971717 0.8 -0.2 -0.5
O 0.651100 -1.468015 1.595388 -0.6 0.1 0.5
C 0.628885 -0.124866 2.113147 0.2 0.4 0.0
C -0.430340 0.717885 1.378422 0.3 -0.3 0.1
O -0.267414 1.908802 1.192058 -0.1 0.1 0.1
N -1.498118 -0.010932 1.018773 -0.3 -0.5 0.1
C -2.692553 0.342072 0.394989 -0.3 0.4 -0.3
C -3.158360 1.445480 -0.254049 0.2 -0.4 0.4
C -2.502902 2.723814 -0.625804 0.1 0.0 -0.1
N -4.486525 1.245069 -0.586033 -0.2 0.2 0.6
C -5.025364 1.764265 -1.823649 0.1 -0.1 -0.4
N -4.811902 -0.066540 -0.243785 0.4 0.0 -0.3
C -6.143202 -0.499504 -0.178075 -0.5 0.0 0.1
C -6.425179 -1.849446 -0.361598 0.1 0.1 0.0
C -7.733201 -2.289822 -0.285005 0.0 0.0 0.0
C -8.763044 -1.395576 -0.042776 -0.1 0.0 0.0
C -8.478498 -0.053826 0.147513 -0.1 0.0 0.0
C -7.173203 0.398422 0.090228 0.2 0.0 0.0
C -3.749615 -0.658410 0.416486 0.2 0.2 -0.2
O -3.734396 -1.770892 0.911961 0.1 -0.2 0.2
C 2.041669 0.419492 1.890372 -0.2 -0.2 0.0
C 4.822881 0.371582 0.709001 0.0 -0.3 -0.1
C 6.114703 0.391573 0.196549 0.0 -0.1 0.0
O 6.788370 1.545430 0.465054 -0.3 -0.2 0.1
C 8.101958 1.764742 0.003324 0.5 0.2 -0.1
H 8.352948 -2.719937 -1.100004 0.0 0.0 0.0
H 7.743740 -2.010028 -2.624121 0.0 0.0 0.0
H 9.355258 -1.564825 -2.011739 -0.1 -0.1 0.0
H 6.068852 -2.686425 -1.219684 0.1 -0.1 -0.1
H 3.805215 -2.676580 -0.298250 0.0 -0.1 0.0
H 0.341563 -0.180707 3.169394 0.1 0.0 -0.1
H -1.489263 -0.998677 1.265285 0.1 0.1 -0.1
H -2.299872 2.751242 -1.696793 0.0 0.0 -0.1
H -1.562965 2.815441 -0.089041 -0.1 0.0 -0.1
H -3.144712 3.566411 -0.375677 -0.1 0.1 0.0
H -5.026812 2.851653 -1.780481 0.0 0.0 0.0
H -4.439633 1.439977 -2.690250 0.0 0.0 0.0
H -6.048528 1.414182 -1.941873 0.1 0.1 0.0
H -5.617069 -2.539196 -0.539496 0.1 0.0 0.0
H -7.949413 -3.338679 -0.420812 0.0 -0.1 0.0
H -9.783555 -1.743795 0.007497 -0.1 0.0 0.0
H -9.275069 0.645825 0.353376 -0.1 0.1 0.0
H -6.947729 1.438480 0.273822 0.0 0.1 0.0
H 2.590815 0.585709 2.817394 0.0 0.0 0.0
H 2.006722 1.353239 1.325593 0.1 0.0 0.1
H 4.502638 1.249907 1.245788 0.0 0.1 0.1
H 8.158284 1.739224 -1.086820 0.0 0.0 0.1
H 8.804878 1.039974 0.418956 0.0 0.1 0.0
H 8.360245 2.763375 0.356036 0.0 -0.1 0.0
```
Forces are in eV/Å.